1.
Formula: C12H23N4RuS
Source: OMol25
Level of theory: ωB97M-V/def2-TZVPD

Geometry (Å):
H1 -4.020 -0.607 0.002
H2 -2.867 -2.684 0.729
H3 4.788 1.147 0.844
N1 -0.141 0.740 -1.802
C1 3.970 -2.227 -0.914
H4 -0.734 -2.448 -0.188
C2 3.227 -0.148 0.048
S1 2.066 1.012 0.501
C3 -1.527 0.884 -2.357
H5 -2.156 2.652 2.751
H6 -2.524 -1.407 1.879
C4 -2.369 -1.721 0.847
C5 5.304 -1.867 -0.608
C6 -2.943 -0.721 -0.142
H7 0.388 0.068 -2.360
H8 -3.472 1.437 -1.589
C7 -2.853 1.373 1.163
H9 6.625 -0.383 0.235
N2 -0.628 1.270 2.139
H10 0.373 1.615 -1.915
H11 -0.469 -2.348 1.407
C8 2.946 -1.387 -0.590
N3 -0.896 -1.853 0.624
N4 -2.285 0.621 -0.011
C9 -2.427 1.429 -1.267
H12 -2.789 -1.080 -1.159
H13 -3.678 2.007 0.833
H14 -1.848 -0.091 -2.716
C10 5.599 -0.647 0.016
H15 3.777 -3.168 -1.412
H16 -1.527 1.558 -3.214
H17 -1.399 2.988 1.198
C11 4.582 0.205 0.352
H18 -0.900 0.612 2.872
H19 6.107 -2.548 -0.862
H20 -3.268 0.649 1.865
C12 -1.776 2.189 1.839
H21 -2.152 2.458 -1.027
H22 1.923 -1.656 -0.829
H23 0.162 1.792 2.521
Ru1 -0.191 0.285 0.295

## Properties
LUMO level (spin up / spin down) (eV): -11.02 / -12.86
Spin multiplicity: 5
Maximum force (eV/A): 0.172
Total charge: +3
Orbital gap (spin up / spin down) (eV): 7.424 / 6.432
Energy (eV): -32166.4225
<S²>: 6.034



2.
Formula: C2HBrN2S
Source: OMol25
Level of theory: ωB97M-V/def2-TZVPD

Geometry (Å):
H1 0.079 0.151 0.613
C1 2.395 0.283 -0.403
N1 0.271 -0.838 -1.350
Br1 3.117 1.347 0.836
S1 1.593 -1.079 -2.321
N2 2.801 -0.349 -1.386
C2 0.417 -0.077 -0.357

## Properties
LUMO level (eV): 0.62
Maximum force (eV/A): 5.782
Orbital gap (eV): 9.782
Energy (eV): -85945.1719



3.
Formula: C3H6O3
Source: OMol25
Level of theory: ωB97M-V/def2-TZVPD

Geometry (Å):
O1 -6.019 1.014 2.688
H1 -4.993 2.587 1.818
H2 3.760 -0.453 -2.169
C1 4.019 -1.404 -1.714
H3 -7.328 1.509 0.846
C2 -5.838 1.905 1.921
H4 4.546 -2.134 -2.325
H5 3.095 -1.916 -1.417
H6 4.514 -0.848 0.460
O2 6.099 -1.334 -0.585
O3 -6.757 2.281 0.985
C3 4.902 -1.207 -0.510

## Properties
LUMO level (eV): 0.82
Maximum force (eV/A): 1.624
Orbital gap (eV): 10.749
Energy (eV): -9350.0621
SMILES string: CC=O.O=CO



4.
Formula: AlH10O5
Source: OMol25
Level of theory: ωB97M-V/def2-TZVPD

Geometry (Å):
O1 -2.567 -0.669 0.563
Al1 0.215 -0.127 0.192
O2 0.928 2.613 -0.351
H1 -2.559 1.229 -1.484
O3 1.820 -1.274 2.108
O4 -1.641 1.483 -1.295
H2 2.349 -2.677 -0.828
H3 -1.544 2.368 -1.682
H4 1.883 -2.143 2.549
H5 1.796 3.054 -0.377
H6 2.469 -0.707 2.564
H7 1.315 -2.616 -1.987
H8 -3.441 -0.419 0.211
H9 -2.741 -0.983 1.469
O5 1.426 -2.424 -1.033
H10 0.291 3.292 -0.619

## Properties
LUMO level (eV): -19.44
Maximum force (eV/A): 1.645
Total charge: +3
Orbital gap (eV): 4.889
Energy (eV): -16958.4674



5.
Formula: C5H5ClF2
Source: OMol25
Level of theory: ωB97M-V/def2-TZVPD

Geometry (Å):
Cl1 -0.765 -2.517 0.086
H1 0.214 1.952 -0.532
H2 1.498 -1.944 -0.487
F1 -3.126 -0.793 -0.004
H3 0.041 1.607 0.977
C1 1.603 -0.895 -0.267
H4 1.790 1.660 0.528
C2 -0.792 -0.755 0.033
H5 2.632 -0.596 -0.360
C3 -2.007 -0.112 -0.002
F2 -2.341 1.139 -0.180
C4 0.540 -0.129 -0.004
C5 0.714 1.383 0.212

## Properties
LUMO level (eV): 0.80
Maximum force (eV/A): 2.559
Orbital gap (eV): 9.700
Energy (eV): -23221.5572
SMILES string: C=C(C)C(Cl)=C(F)F



6.
Formula: C9H20N4S
Source: OMol25
Level of theory: ωB97M-V/def2-TZVPD

Geometry (Å):
H1 0.183 -2.416 -0.693
H2 0.788 -1.578 -2.095
C1 0.155 -2.653 1.688
H3 0.187 2.102 0.470
H4 -3.116 2.884 -1.300
H5 -2.764 0.376 -1.632
C2 -0.681 -0.565 -0.765
N1 -1.157 3.294 -0.982
H6 -2.575 1.983 0.107
H7 -1.007 -1.238 3.093
C3 -2.246 2.338 -0.948
C4 2.581 -2.244 1.647
H8 3.336 -1.695 3.275
H9 0.538 1.898 -2.451
C5 -0.911 -1.668 2.031
C6 -2.013 1.170 -1.863
N2 3.699 -2.302 2.671
S1 -0.539 -0.120 1.136
N3 -0.745 0.525 -1.593
H10 -1.614 -1.128 -0.787
H11 1.203 0.766 -1.220
H12 0.806 3.388 -0.559
H13 1.304 -1.069 -0.628
H14 -0.905 3.429 -1.993
H15 -2.090 1.142 -3.004
H16 3.869 -3.235 3.125
C7 0.316 1.451 -1.559
C8 0.546 -1.545 -1.085
H17 4.629 -2.023 2.287
H18 -0.109 -3.537 1.158
C9 0.076 2.542 -0.522
H19 -1.265 4.236 -0.496
H20 -1.883 -1.973 1.613
N4 1.404 -2.534 1.874

## Properties
LUMO level (eV): -6.52
Maximum force (eV/A): 5.786
Total charge: +2
Orbital gap (eV): 8.346
Energy (eV): -26432.2099



Energy above the lowest of the compared OMol25 structures with the same formula, charge and spin, respectively: 0.0; 186.4; 121.1; 626.5; 143.5; 154.8 kJ/mol.